6
Properties=species:S:1:pos:R:3 method="wB97M-V/def2-TZVPD" smiles="O=CN[O-]" charge=-1 orbital_gap_ev="6.71 / 6.71" e_tot_ev=-6652.5139 homo_ev="-1.95 / -1.95"
O 0.28 1.82 -1.01
C 0.41 0.61 -0.48
N -0.36 -0.28 0.38
O 0.09 -1.50 0.69
H 1.39 0.02 -0.59
H -1.30 -0.28 0.43